The following is a quantum chemistry calculation of the molecule C5H10O2, from the OMol25 dataset.

LUMO energy (eV): 0.78
Molar mass (g mol⁻¹): 102.13
ΔE to the lowest compared entry with this formula, charge and spin (kcal/mol): 128.3
Frontier orbital gap (eV): 8.346
Total energy (Eh): -346.820918

The geometry in ORCA input format:
```
! wB97M-V def2-TZVPD RIJCOSX def2/J DEFGRID3
* xyz 0 1
C 0.356 0.923 0.001
H -0.934 -2.064 0.024
C -0.639 -1.379 0.827
H 1.349 0.664 1.899
C 0.119 0.155 -1.376
H -1.832 1.284 -0.997
H 0.013 1.968 0.021
O 0.574 -1.065 -1.303
C -1.384 0.283 -0.918
C 1.575 0.678 0.825
O -0.892 0.125 0.504
H 0.410 -1.586 1.046
H 0.356 0.753 -2.282
H 2.290 1.489 0.643
H 2.015 -0.269 0.500
H -1.269 -1.457 1.701
H -2.107 -0.505 -1.114
*
```